Record 1
The following is a DFT calculation (the ωB97M-V functional and the def2-TZVPD basis) of a cluster of 3 separate species, C5H13NO3 in total.

Properties
Energy above the lowest of the compared OMol25 structures with the same formula, charge and spin   409.91 kJ/mol

```
! wB97M-V def2-TZVPD RIJCOSX def2/J DEFGRID3
* xyz 0 1
C 0.853 1.851 0.100
C -2.175 0.842 0.641
C 0.318 1.545 -1.226
O -1.023 1.354 1.290
H 0.550 2.739 0.631
H 1.807 1.434 0.370
H -2.703 1.664 0.152
H -1.920 0.074 -0.095
H -2.851 0.395 1.380
H 0.176 0.463 -1.327
H -0.608 2.069 -1.447
H 1.086 1.815 -1.966
C 0.261 -2.614 -1.097
C 1.117 -1.361 0.739
N 0.886 -0.279 1.501
O 0.154 -1.456 -0.264
O 2.006 -2.195 0.827
H 1.613 -0.207 2.206
H -0.374 0.576 1.526
H 1.229 -2.652 -1.599
H 0.140 -3.527 -0.512
H -0.542 -2.529 -1.828
*
```

In the Mulliken picture, each atom carries the following charge in e:
1. C 0.0539
2. C -0.5922
3. C -0.5743
4. O -0.5467
5. H 0.2640
6. H 0.2633
7. H 0.2686
8. H 0.2233
9. H 0.2676
10. H 0.0559
11. H 0.3050
12. H 0.3461
13. C -0.7159
14. C 0.5314
15. N -0.6377
16. O -0.2895
17. O -0.6607
18. H 0.1317
19. H 0.4964
20. H 0.2981
21. H 0.2743
22. H 0.2377

Record 2
The following is a DFT calculation (the ωB97M-V functional and the def2-TZVPD basis) of a cluster of 2 separate species, C5H13NO3 in total in a non-equilibrium geometry.

Properties
SMILES string   CC(=O)C(C)(C)O.NO
Energy above the lowest of the compared OMol25 structures with the same formula, charge and spin   257.17 kJ/mol

```
! wB97M-V def2-TZVPD RIJCOSX def2/J DEFGRID3
* xyz 0 1
C 1.364 -0.603 1.340
C 0.776 -0.776 -0.038
O 1.406 -1.335 -0.929
C -0.795 -0.498 -0.191
C -1.510 -1.728 0.375
C -1.200 -0.281 -1.651
O -1.199 0.660 0.548
H 0.791 0.122 1.921
H 2.392 -0.244 1.244
H 1.367 -1.567 1.854
H -2.592 -1.667 0.210
H -1.145 -2.654 -0.081
H -1.371 -1.801 1.459
H -0.989 0.746 -1.969
H -2.280 -0.412 -1.787
H -0.686 -0.963 -2.334
H -2.164 0.612 0.676
N 1.990 2.527 0.225
O 0.876 2.272 -0.671
H 2.788 2.360 -0.395
H 1.940 3.541 0.348
H 0.241 1.688 -0.153
*
```

In the Mulliken picture, each atom carries the following charge in e:
1. C -1.1465
2. C 0.4947
3. O -0.5857
4. C 1.3955
5. C -1.7387
6. C -1.4676
7. O -0.5857
8. H 0.2808
9. H 0.3759
10. H 0.3245
11. H 0.4669
12. H 0.3764
13. H 0.4084
14. H 0.3193
15. H 0.3771
16. H 0.3358
17. H 0.3651
18. N -0.4527
19. O -0.4236
20. H 0.2293
21. H 0.2463
22. H 0.4046

Record 3
The following is a DFT calculation (the ωB97M-V functional and the def2-TZVPD basis) of a structure of composition C5H13NO3P in a non-equilibrium geometry.

Properties
Energy above the lowest of the compared OMol25 structures with the same formula, charge and spin   117.79 kJ/mol

```
! wB97M-V def2-TZVPD RIJCOSX def2/J DEFGRID3
* xyz -1 1
C -1.728 -0.917 0.469
C 0.316 1.322 0.998
C 0.671 1.366 -1.540
C -0.622 -0.953 -0.502
C 0.664 0.522 -0.297
N 0.055 -2.230 -0.491
O 2.129 -1.067 1.387
O 2.755 -1.133 -1.165
O 3.316 0.925 0.319
P 2.373 -0.178 -0.056
H -2.574 -0.292 0.407
H -2.030 -1.929 0.455
H -1.368 -0.709 1.460
H -0.502 1.905 0.881
H 1.184 2.047 1.184
H 0.326 0.700 1.853
H 1.153 2.239 -1.287
H 1.104 0.888 -2.428
H -0.337 1.642 -1.670
H -0.974 -0.744 -1.619
H 0.947 -2.039 -0.914
H 2.415 -0.342 1.853
H 0.328 -2.602 0.433
*
```

In the Mulliken picture, each atom carries the following charge in e:
1. C -1.7282
2. C -2.4015
3. C -2.2292
4. C 0.5595
5. C 1.9238
6. N -0.8897
7. O -0.5548
8. O -0.8200
9. O -0.7784
10. P 0.6645
11. H 0.3793
12. H 0.4848
13. H 0.2933
14. H 0.5474
15. H 0.3976
16. H 0.5427
17. H 0.5588
18. H 0.3297
19. H 0.5594
20. H 0.1733
21. H 0.4398
22. H 0.2665
23. H 0.2814

Record 4
The following is a DFT calculation (the ωB97M-V functional and the def2-TZVPD basis) of a cluster of 2 separate species, C5H13NOS in total in a non-equilibrium geometry.

Properties
Energy above the lowest of the compared OMol25 structures with the same formula, charge and spin   386.67 kJ/mol

```
! wB97M-V def2-TZVPD RIJCOSX def2/J DEFGRID3
* xyz 0 1
C 0.670 -0.790 1.006
C 2.133 -1.125 1.197
C -2.466 0.237 0.335
C -1.991 2.156 -0.847
C 1.534 0.167 -1.442
N -1.539 1.118 -0.301
O 0.941 -2.282 -1.099
S 0.214 -1.006 -0.784
H 0.440 0.284 1.256
H 2.386 -1.367 2.338
H 2.843 -0.430 0.944
H 2.246 -2.057 0.747
H -3.470 0.486 0.466
H -2.449 -0.697 0.003
H -2.260 0.224 1.455
H -1.239 2.871 -1.071
H -2.980 2.420 -1.088
H -0.093 -1.270 1.463
H 1.266 0.159 -2.436
H 1.444 1.245 -1.002
H 2.370 -0.342 -1.140
*
```

In the Mulliken picture, each atom carries the following charge in e:
1. C -0.3813
2. C -1.4305
3. C -1.2308
4. C -0.3688
5. C -1.0368
6. N -0.1280
7. O -0.7208
8. S 0.5140
9. H 0.2758
10. H 0.3060
11. H 0.3836
12. H 0.4627
13. H 0.4728
14. H 0.4452
15. H 0.2829
16. H 0.2530
17. H 0.2870
18. H 0.5745
19. H 0.4109
20. H 0.2025
21. H 0.4261

Record 5
The following is a DFT calculation (the ωB97M-V functional and the def2-TZVPD basis) of the molecule C5H13NOS in a non-equilibrium geometry.

Properties
Energy above the lowest of the compared OMol25 structures with the same formula, charge and spin   248.53 kJ/mol

```
! wB97M-V def2-TZVPD RIJCOSX def2/J DEFGRID3
* xyz 0 1
C -0.842 0.120 -1.571
C -1.245 -1.717 0.062
C -1.754 0.599 0.680
C 2.655 1.439 0.519
C -0.850 -0.290 -0.065
N 0.625 -0.264 0.572
O 2.893 -1.076 -0.228
S 1.879 -0.042 -0.457
H -0.497 1.107 -1.651
H -0.220 -0.533 -2.209
H -1.977 0.126 -1.853
H -1.586 -2.119 0.962
H -0.351 -2.235 -0.276
H -2.028 -1.823 -0.575
H -1.724 0.251 1.731
H -1.512 1.704 0.626
H -2.733 0.406 0.300
H 2.926 2.259 -0.204
H 3.686 1.153 0.814
H 1.907 1.712 1.400
H 0.748 -0.777 1.422
*
```

In the Mulliken picture, each atom carries the following charge in e:
1. C -1.5975
2. C -1.8216
3. C -1.6092
4. C -0.8297
5. C 1.3383
6. N -0.2610
7. O -0.6698
8. S 0.5739
9. H 0.4897
10. H 0.4312
11. H 0.3684
12. H 0.4423
13. H 0.4032
14. H 0.5160
15. H 0.3847
16. H 0.3127
17. H 0.4290
18. H 0.2733
19. H 0.2835
20. H 0.2417
21. H 0.3009

Record 6
The following is a DFT calculation (the ωB97M-V functional and the def2-TZVPD basis) of the molecule C5H13NOS in a non-equilibrium geometry.

Properties
SMILES string   C[C@@H](CCS)NCO
Energy above the lowest of the compared OMol25 structures with the same formula, charge and spin   307.26 kJ/mol

```
! wB97M-V def2-TZVPD RIJCOSX def2/J DEFGRID3
* xyz 0 1
C -0.629 -1.478 0.860
C -0.586 -0.126 0.124
C 0.141 0.828 1.230
C 1.614 0.345 1.200
S 2.589 1.184 2.491
N 0.027 -0.009 -1.199
C -0.765 0.350 -2.273
O -1.192 -0.807 -3.010
H -1.537 -1.880 1.555
H -0.520 -2.253 -0.078
H 0.161 -1.861 1.626
H -1.539 0.470 -0.004
H -0.405 0.815 2.070
H 0.100 1.948 0.936
H 1.708 -0.740 1.333
H 2.134 0.586 0.192
H 1.916 2.309 2.718
H 0.728 -0.708 -1.395
H -0.147 0.768 -3.095
H -1.586 1.047 -2.016
H -2.212 -0.788 -3.264
*
```

In the Mulliken picture, each atom carries the following charge in e:
1. C -1.1144
2. C 0.1813
3. C -1.0622
4. C -0.3641
5. S -0.2722
6. N -0.1490
7. C -0.4511
8. O -0.5579
9. H 0.2695
10. H 0.2510
11. H 0.2476
12. H 0.3024
13. H 0.5007
14. H 0.3825
15. H 0.2899
16. H 0.2733
17. H 0.1071
18. H 0.2555
19. H 0.2750
20. H 0.3336
21. H 0.3016

Record 7
The following is a DFT calculation (the ωB97M-V functional and the def2-TZVPD basis) of a cluster of 2 separate species, C5H13NOS in total in a non-equilibrium geometry.

Properties
Energy above the lowest of the compared OMol25 structures with the same formula, charge and spin   396.36 kJ/mol

```
! wB97M-V def2-TZVPD RIJCOSX def2/J DEFGRID3
* xyz 0 1
C -2.512 0.860 0.483
C -1.988 -1.276 -0.818
C 3.581 0.366 0.260
C 1.124 -0.663 0.597
C -1.682 0.204 -0.559
N -0.949 0.946 -1.312
O 1.559 2.055 0.292
S 1.900 0.585 1.112
H -1.771 1.209 1.264
H -2.969 1.884 0.063
H -3.383 0.279 0.796
H -3.048 -1.541 -0.814
H -1.644 -1.785 0.193
H -1.401 -1.514 -1.647
H 3.377 -0.301 -0.583
H 4.164 -0.263 0.951
H 3.880 1.362 -0.087
H 1.132 -0.922 -0.423
H 0.352 -1.072 1.174
H 1.455 1.730 -0.669
H -0.480 0.431 -2.125
*
```

In the Mulliken picture, each atom carries the following charge in e:
1. C -1.0676
2. C -1.1168
3. C -0.8457
4. C -0.6663
5. C 0.8656
6. N -0.6898
7. O -0.5041
8. S 0.1197
9. H 0.2036
10. H 0.2959
11. H 0.3369
12. H 0.3970
13. H 0.2315
14. H 0.3211
15. H 0.2843
16. H 0.3319
17. H 0.3202
18. H 0.2837
19. H 0.3148
20. H 0.3288
21. H 0.2554

Record 8
The following is a DFT calculation (the ωB97M-V functional and the def2-TZVPD basis) of a cluster of 3 separate species, C5H13NOS in total in a non-equilibrium geometry.

Properties
Energy above the lowest of the compared OMol25 structures with the same formula, charge and spin   404.06 kJ/mol

```
! wB97M-V def2-TZVPD RIJCOSX def2/J DEFGRID3
* xyz 0 1
C -1.484 1.217 -0.973
C -0.791 2.467 -0.484
C 0.502 2.054 0.294
S 0.162 1.245 1.926
H -1.890 0.704 -0.095
H -0.760 0.605 -1.521
H -2.371 1.429 -1.604
H -0.495 3.081 -1.321
H -1.451 3.055 0.177
H 1.064 2.965 0.540
H 1.134 1.427 -0.310
O -0.849 -3.575 0.680
C -0.414 -2.479 0.245
C 0.962 -2.283 -0.304
N 1.921 -1.532 0.479
H -1.110 -1.610 0.200
H 1.394 -3.278 -0.577
H 0.962 -1.833 -1.308
H 2.269 -2.084 1.287
H -0.151 -0.775 1.676
H 1.396 -0.800 0.993
*
```

In the Mulliken picture, each atom carries the following charge in e:
1. C -0.8646
2. C -0.4479
3. C -0.6188
4. S -0.2059
5. H 0.1936
6. H 0.2515
7. H 0.3423
8. H 0.3370
9. H 0.3019
10. H 0.3434
11. H 0.3803
12. O -0.5326
13. C 0.1104
14. C -0.3474
15. N -0.4645
16. H 0.3315
17. H 0.3599
18. H 0.2659
19. H 0.3001
20. H 0.0539
21. H -0.0900

Record 9
The following is a DFT calculation (the ωB97M-V functional and the def2-TZVPD basis) of the ion C5H13NP with charge +1 in a non-equilibrium geometry.

Properties
SMILES string   C[NH+](C)C1(P)CC1
Energy above the lowest of the compared OMol25 structures with the same formula, charge and spin   251.35 kJ/mol

```
! wB97M-V def2-TZVPD RIJCOSX def2/J DEFGRID3
* xyz 1 1
C 1.436 0.313 -1.261
N 0.945 -0.008 0.092
C 1.459 1.066 0.961
C -0.514 -0.112 0.218
P -1.512 1.544 -0.030
C -1.131 -1.351 0.868
C -1.157 -1.308 -0.660
H 0.865 1.094 -1.676
H 2.505 0.361 -1.122
H 1.340 -0.523 -1.931
H 1.190 -0.944 0.525
H 0.945 1.019 1.863
H 2.487 1.021 0.909
H 1.188 2.014 0.561
H -2.321 1.429 1.238
H -2.642 1.076 -0.748
H -2.034 -1.575 1.484
H -0.493 -2.145 1.168
H -0.503 -2.085 -1.166
H -2.054 -0.885 -1.292
*
```

In the Mulliken picture, each atom carries the following charge in e:
1. C -0.8442
2. N 0.0444
3. C -1.0639
4. C -0.1326
5. P -0.0300
6. C -0.5571
7. C -0.5537
8. H 0.3692
9. H 0.4282
10. H 0.3487
11. H 0.4313
12. H 0.3974
13. H 0.4139
14. H 0.4891
15. H 0.1201
16. H 0.0795
17. H 0.2840
18. H 0.2608
19. H 0.2899
20. H 0.2249

Record 10
The following is a DFT calculation (the ωB97M-V functional and the def2-TZVPD basis) of the molecule C5H13NS in a non-equilibrium geometry.

Properties
SMILES string   CSCC[C@H](C)N
Energy above the lowest of the compared OMol25 structures with the same formula, charge and spin   32.47 kJ/mol

```
! wB97M-V def2-TZVPD RIJCOSX def2/J DEFGRID3
* xyz 0 1
C -2.895 -1.826 -0.195
S -1.705 -1.769 1.195
C -0.980 -0.123 0.841
C 0.224 -0.254 -0.102
C 1.149 0.950 -0.065
C 2.080 1.021 -1.289
N 2.001 0.860 1.137
H -2.540 -1.137 -0.955
H -3.851 -1.518 0.160
H -2.973 -2.821 -0.608
H -1.737 0.534 0.425
H -0.662 0.259 1.812
H -0.199 -0.350 -1.104
H 0.793 -1.165 0.074
H 0.559 1.878 -0.076
H 1.567 0.611 -2.145
H 2.901 0.336 -1.100
H 2.531 1.997 -1.380
H 2.315 1.795 1.401
H 1.421 0.722 1.972
*
```

In the Mulliken picture, each atom carries the following charge in e:
1. C -0.7908
2. S -0.0958
3. C -0.8411
4. C -0.7124
5. C 0.5646
6. C -1.4755
7. N -0.7463
8. H 0.2298
9. H 0.2775
10. H 0.3185
11. H 0.3725
12. H 0.3841
13. H 0.2518
14. H 0.3936
15. H 0.2843
16. H 0.3570
17. H 0.3758
18. H 0.3568
19. H 0.2571
20. H 0.2385

Record 11
The following is a DFT calculation (the ωB97M-V functional and the def2-TZVPD basis) of a cluster of 2 separate species, C5H13NS in total in a non-equilibrium geometry.

Properties
Energy above the lowest of the compared OMol25 structures with the same formula, charge and spin   266.19 kJ/mol

```
! wB97M-V def2-TZVPD RIJCOSX def2/J DEFGRID3
* xyz 0 1
C -0.888 -3.081 0.556
C 0.996 -1.578 0.417
N 0.520 -2.723 0.752
H -1.069 -4.033 1.049
H -1.124 -3.140 -0.501
H -1.519 -2.311 1.002
H 0.233 -0.800 0.044
H 2.074 -1.452 0.417
H 1.197 -3.397 1.070
C 1.224 2.079 -0.864
C -0.229 2.562 -0.793
C -1.054 1.813 0.257
S -1.551 0.145 -0.261
H 1.615 2.071 0.153
H 1.839 2.603 -1.587
H 1.165 1.028 -1.175
H -0.239 3.617 -0.490
H -0.746 2.464 -1.747
H -1.946 2.392 0.500
H -0.497 1.742 1.201
*
```

In the Mulliken picture, each atom carries the following charge in e:
1. C -0.8345
2. C 0.3063
3. N -0.0341
4. H 0.3224
5. H 0.3166
6. H 0.3243
7. H -0.4470
8. H 0.3090
9. H 0.2921
10. C -0.9360
11. C -0.3514
12. C -0.6899
13. S -0.5463
14. H 0.2814
15. H 0.3589
16. H 0.1320
17. H 0.3078
18. H 0.2664
19. H 0.3258
20. H 0.2963

Record 12
The following is a DFT calculation (the ωB97M-V functional and the def2-TZVPD basis) of the molecule C5H13NS in a non-equilibrium geometry.

Properties
SMILES string   CNCCCCS
Energy above the lowest of the compared OMol25 structures with the same formula, charge and spin   117.51 kJ/mol

```
! wB97M-V def2-TZVPD RIJCOSX def2/J DEFGRID3
* xyz 0 1
C 2.441 -1.452 -0.608
N 1.599 -1.300 0.616
C 0.247 -0.797 0.399
C 0.048 0.573 1.020
C -1.341 1.114 0.742
C -1.675 1.465 -0.720
S -3.029 0.621 -1.551
H 1.994 -0.844 -1.396
H 3.408 -1.007 -0.422
H 2.623 -2.509 -0.798
H 2.168 -0.780 1.264
H -0.039 -0.740 -0.654
H -0.413 -1.555 0.839
H 0.848 1.160 0.570
H 0.119 0.528 2.104
H -1.995 0.309 1.051
H -1.787 1.790 1.482
H -0.752 1.428 -1.274
H -2.091 2.464 -0.683
H -2.373 -0.466 -1.980
*
```

In the Mulliken picture, each atom carries the following charge in e:
1. C -0.8222
2. N -0.3634
3. C -0.4377
4. C -0.6426
5. C -0.6035
6. C -0.8252
7. S -0.2032
8. H 0.2911
9. H 0.3111
10. H 0.2419
11. H 0.2780
12. H 0.2695
13. H 0.2291
14. H 0.2990
15. H 0.3105
16. H 0.3582
17. H 0.4732
18. H 0.4341
19. H 0.2996
20. H 0.1026